Molecular formula: C15H19Br15F5INO3P
Method: DFT, the ωB97M-V functional and the def2-TZVPD basis

Results
**Lowest unoccupied orbital energy**: -0.5 eV
**Frontier orbital gap**: 0.2999 hartree
**Molecular weight**: 1712.749 g/mol

The geometry in ORCA input format:
```
! RIJCOSX wB97M-V def2-TZVPD def2/J DEFGRID3
* xyz 0 1
Br 2.758 -0.668 4.492
Br -6.400 3.439 -4.722
Br 0.107 2.214 -2.739
Br 1.770 2.260 5.294
F 0.010 -4.495 1.869
F -2.089 -5.989 0.229
Br -3.064 2.065 -2.605
I 0.962 -4.118 -2.234
Br -1.239 4.915 1.534
C 0.415 5.402 2.383
C 0.261 -1.903 -0.029
C -0.028 -1.130 -1.346
C 5.542 2.107 -3.015
H 0.810 -1.234 -2.039
H -8.085 4.140 -3.056
O 2.191 -2.459 1.263
C 2.014 -3.565 0.502
H 2.987 1.778 -0.362
H -1.411 -2.395 -2.489
Br 0.915 -0.247 7.041
N 2.161 1.188 -0.364
C -0.637 -1.649 2.461
C -0.869 -1.504 0.949
C 1.670 -1.409 0.417
O 2.818 -4.442 0.404
Br -6.075 4.057 -1.621
H 1.348 1.800 -0.378
P 2.179 0.244 1.076
H 2.274 -1.448 -0.503
H -1.789 -1.997 0.649
F -2.442 -4.159 1.284
C 2.291 0.515 5.929
H 0.401 -1.456 2.728
Br -7.998 1.718 -2.579
H 5.833 3.079 -3.385
O 0.819 0.771 1.847
C -1.742 -4.706 0.288
F -2.109 -4.123 -0.853
C -1.341 -1.394 -2.071
H -1.606 3.624 -3.840
Br 3.728 1.796 -3.572
Br 1.902 4.435 1.634
H 0.734 1.731 1.754
H 0.586 6.450 2.187
C -1.544 2.558 -3.672
C -0.192 -4.574 0.531
H -0.041 -0.079 -1.053
H -1.421 -0.697 -2.910
H -0.924 -2.616 2.855
C -7.263 3.442 -3.003
C 0.612 -3.440 -0.198
F 0.324 -5.772 0.154
H 3.170 0.645 6.543
H -1.047 -0.444 0.768
Br 5.686 2.162 -1.092
Br -1.567 1.702 -5.392
H -1.227 -0.893 2.984
H -2.214 -1.219 -1.441
Br 6.748 0.818 -3.770
Br 0.338 5.169 4.286
*
```

Here are the Mulliken charges for atoms 1 to 2, given in e: 0.06 -0.01


Molecular formula: C10H13NO
Method: DFT, the ωB97M-V functional and the def2-TZVPD basis

Results
**Lowest unoccupied orbital energy**: -0.1 eV
**Frontier orbital gap**: 0.3325 hartree
**Molecular weight**: 163.220 g/mol
**Relative energy (zero: lowest compared OMol25 entry of this formula, charge and spin)**: 8.233 eV

The geometry in ORCA input format:
```
! RIJCOSX wB97M-V def2-TZVPD def2/J DEFGRID3
* xyz 0 1
C 0.080 0.072 -3.365
H 0.977 -2.555 -0.354
H 1.691 0.671 2.620
H 1.063 1.070 0.848
C -0.062 0.801 0.787
O -0.072 1.244 3.739
N 0.113 -1.707 1.234
H 0.878 -0.864 3.743
C 0.570 0.137 2.955
H -1.837 2.063 -1.384
C -0.317 -0.262 1.694
H -0.429 1.867 1.146
H 2.055 -1.379 0.484
C 0.381 -0.847 -2.377
H -1.657 1.549 -3.768
H -0.499 2.064 2.525
H 0.576 -1.957 -2.733
C 0.915 -1.506 0.021
C -1.098 1.254 -1.637
H 0.039 -0.287 -4.349
C 0.347 -0.599 -1.070
C -1.045 0.903 -2.924
C -0.283 0.593 -0.619
H -0.930 -1.968 0.736
H -1.455 -0.356 2.047
*
```

Here are the Mulliken charges for atoms 1 to 2, given in e: -0.96 0.40


Molecular formula: C26H37Br49F3N6
Method: DFT, the ωB97M-V functional and the def2-TZVPD basis

Results
**Lowest unoccupied orbital energy**: -3.7 eV
**Frontier orbital gap**: 0.2771 hartree
**Molecular weight**: 4405.914 g/mol
**Relative energy (zero: lowest compared OMol25 entry of this formula, charge and spin)**: 7.065 eV

The geometry in ORCA input format:
```
! RIJCOSX wB97M-V def2-TZVPD def2/J DEFGRID3
* xyz 1 1
Br 11.319 -3.745 4.932
Br 1.846 -9.746 3.309
H 1.357 -7.313 3.052
H 3.659 6.950 1.433
H -7.429 -0.868 -14.560
Br -2.633 -4.317 3.231
Br -4.478 -6.635 1.961
C -1.815 -3.016 -4.129
C -5.555 -7.411 -1.804
Br -0.531 -7.959 4.550
H 3.388 6.205 3.145
Br -5.471 -5.521 -1.353
N 3.216 2.019 7.632
Br -3.919 -8.025 -2.657
Br 2.537 -7.269 5.251
N 1.344 0.608 8.308
C -7.307 -0.830 -13.472
Br 2.680 -0.004 -5.420
Br 3.643 7.276 -1.342
Br -5.856 0.412 -13.106
Br 4.217 2.514 -8.849
Br -3.070 -0.753 -8.837
H 1.485 4.464 0.606
C 5.041 0.759 -8.696
F -1.114 4.558 -0.487
Br 0.581 -7.736 -1.222
Br -6.881 -2.635 -12.884
N 1.929 4.030 2.788
F -2.069 4.986 1.783
H -4.250 -0.796 -11.035
N -0.254 3.307 3.976
Br 6.877 0.763 -9.338
Br -3.444 -2.721 -3.107
Br 6.933 -2.060 5.873
H -4.895 3.544 2.921
Br -3.335 -6.777 -8.389
H 0.938 1.471 8.757
H 3.191 -0.725 7.201
Br 9.976 -5.965 6.843
C 1.309 -7.979 3.920
C 1.287 3.263 3.910
Br -8.996 -0.208 -12.734
Br -1.796 -5.949 0.019
H 0.092 -5.303 -1.479
H 0.430 2.640 6.525
Br 3.975 -0.619 -9.562
Br 5.638 0.435 4.298
C 1.710 7.373 -1.540
H 3.022 -1.585 -3.519
Br 2.824 0.554 -2.249
C -4.943 2.877 3.789
H 8.916 -4.290 5.327
Br -3.761 -3.230 -10.778
C -4.972 -6.163 -7.536
Br -1.677 -4.853 -4.754
Br -5.439 -7.255 -5.995
Br 9.474 -6.063 3.662
Br -7.467 6.743 5.324
H 2.803 2.801 8.193
H 3.876 2.355 6.898
C 9.798 -4.927 5.208
C -0.210 3.194 1.442
H 1.395 6.458 -2.054
C -0.733 2.470 2.815
H -1.876 -2.379 -5.017
C -7.129 6.998 3.425
H -0.341 1.353 2.957
Br -4.406 1.110 3.178
H 0.462 5.355 1.913
Br 0.103 3.551 -4.063
C -4.154 -5.500 3.507
H -0.598 4.295 3.946
Br -3.714 3.588 5.119
C -1.533 3.996 0.817
Br 3.082 1.913 1.068
H 0.576 -0.032 8.007
C 4.080 6.141 2.202
H -1.911 2.392 2.902
C 1.116 1.815 6.011
Br 0.807 7.397 0.182
C 3.260 3.500 2.338
H 3.523 0.172 5.749
H 0.112 2.311 0.704
H 0.374 1.007 5.578
Br -1.239 1.331 -2.151
H 5.786 -1.973 3.659
C -4.298 -1.463 -10.168
N 2.784 -0.118 6.451
H 5.234 4.265 1.471
N 1.891 2.555 4.917
C 0.044 -5.969 -0.611
C 6.505 -1.299 4.135
H 2.930 2.520 4.946
F -2.674 3.043 0.541
H -6.361 -7.529 -2.536
Br 1.272 -5.259 0.720
H -5.778 -6.281 -8.268
H 5.156 6.517 2.556
Br -5.300 6.537 2.947
H -2.300 3.006 -3.667
H 3.710 4.753 0.379
H -7.254 8.066 3.218
C 3.415 -0.581 -3.714
Br -0.232 -2.466 -3.142
Br -4.888 -4.273 -7.085
Br -1.741 1.234 -5.333
Br -8.425 6.052 2.326
H 3.999 3.152 3.170
Br 5.354 -0.733 -3.775
H -5.036 -4.863 3.627
C 0.972 4.312 1.647
Br 1.172 8.868 -2.661
C 2.139 1.104 7.082
Br -6.783 2.897 4.418
Br -6.022 -8.503 -0.263
C -1.417 2.369 -3.787
Br -3.976 -6.537 5.143
C 4.119 4.656 1.482
Br -6.139 -1.443 -9.538
Br 8.065 -1.222 2.975
H 5.075 0.513 -7.630
*
```

Here are the Mulliken charges for atoms 1 to 2, given in e: -0.01 -0.01